(1)
Entry from the Open Molecules 2025 dataset: a molecular structure, C23H50CuN2O2P3 (wB97M-V/def2-TZVPD).

Last column: Löwdin charge in e.
Element x y z (Å)
1 Cu 0.477 0.217 -0.205  0.018
2 P -0.150 -1.479 1.041  0.820
3 C -1.964 -1.635 1.352  -0.272
4 C -2.473 -0.282 1.735  -0.334
5 N -1.812 0.721 1.163  0.035
6 C -2.281 1.966 1.198  -0.318
7 C -3.365 2.306 2.016  -0.016
8 C -4.014 1.286 2.714  -0.036
9 C -3.582 -0.036 2.547  -0.005
10 C -1.553 2.922 0.260  -0.245
11 P -0.663 1.886 -0.985  0.802
12 H -4.041 -0.909 3.004  0.116
13 H -3.641 3.361 2.051  0.117
14 H -4.842 1.508 3.383  0.113
15 H -2.248 3.618 -0.242  0.102
16 H -0.785 3.515 0.786  0.099
17 H -2.318 -1.904 0.294  0.055
18 H -2.220 -2.427 2.075  0.107
19 H -1.852 -1.750 -2.076  0.012
20 O -2.337 -2.186 -1.301  -0.113
21 H -3.190 -2.526 -1.621  0.077
22 H -0.149 -0.674 -2.950  0.062
23 O -1.016 -1.067 -3.200  -0.053
24 H -1.002 -1.217 -4.156  0.095
25 C -2.101 1.479 -2.023  -0.247
26 H -2.780 2.337 -2.096  0.056
27 H -1.746 1.167 -3.014  0.036
28 H -2.647 0.655 -1.550  0.044
29 C 0.221 3.153 -1.934  -0.259
30 H 0.713 2.682 -2.797  0.041
31 H -0.467 3.935 -2.284  0.059
32 H 0.974 3.599 -1.268  0.037
33 C 0.404 -1.296 2.768  -0.228
34 H -0.051 -2.090 3.374  0.058
35 H 1.499 -1.356 2.810  0.022
36 H 0.065 -0.318 3.132  0.053
37 C 0.198 -3.220 0.656  -0.244
38 H 1.264 -3.341 0.426  0.026
39 H -0.058 -3.841 1.525  0.057
40 H -0.420 -3.521 -0.202  0.046
41 C 5.882 2.318 -0.150  -0.077
42 C 4.363 2.193 -0.365  -0.587
43 C 3.623 3.025 0.702  -0.085
44 C 4.032 2.801 -1.731  -0.090
45 P 3.764 0.407 -0.226  0.957
46 N 2.235 0.518 0.239  -0.233
47 C 3.828 -0.602 -1.828  -0.595
48 C 5.286 -0.842 -2.246  -0.078
49 C 3.120 -1.958 -1.628  -0.087
50 C 3.071 0.126 -2.959  -0.093
51 C 4.614 -0.436 1.233  -0.592
52 C 4.039 -1.852 1.402  -0.088
53 C 6.141 -0.541 1.084  -0.073
54 C 4.244 0.374 2.488  -0.085
55 H 6.164 3.350 -0.414  0.099
56 H 6.466 1.646 -0.799  0.080
57 H 6.171 2.188 0.903  0.069
58 H 3.685 4.088 0.435  0.094
59 H 2.566 2.734 0.737  0.056
60 H 4.046 2.903 1.703  0.068
61 H 4.641 2.375 -2.536  0.077
62 H 2.968 2.717 -1.978  0.054
63 H 4.271 3.874 -1.688  0.097
64 H 5.791 -1.558 -1.587  0.072
65 H 5.290 -1.284 -3.252  0.097
66 H 5.874 0.085 -2.288  0.076
67 H 2.129 -1.816 -1.171  0.044
68 H 2.971 -2.428 -2.612  0.095
69 H 3.705 -2.667 -1.034  0.065
70 H 2.112 0.527 -2.600  0.046
71 H 3.661 0.923 -3.420  0.067
72 H 2.850 -0.592 -3.763  0.091
73 H 4.485 -2.564 0.697  0.075
74 H 4.284 -2.203 2.416  0.098
75 H 2.946 -1.855 1.290  0.043
76 H 6.653 0.379 1.379  0.065
77 H 6.482 -1.332 1.767  0.097
78 H 6.456 -0.811 0.069  0.060
79 H 4.816 1.303 2.573  0.066
80 H 3.169 0.600 2.489  0.069
81 H 4.471 -0.234 3.374  0.096

Summary:
- Maximum force: 1.9 eV/A
- HOMO energy (alpha / beta): -10.5117 / -10.2917 eV
- Spin multiplicity: 2
- Total energy: -104238.760 eV
- Energy relative to the best compared isomer or geometry (same formula, charge and spin): 21.9 kJ/mol
- M: 543.133 g/mol
- Charge: +1

=====

(2)
Entry from the Open Molecules 2025 dataset: 2 unconnected molecules or ions with the total composition C23H50N2O3P2S (wB97M-V/def2-TZVPD).

Last column: Löwdin charge in e.
Element x y z (Å)
1 H -5.281 3.212 -2.091  0.053
2 N -5.223 2.234 -2.389  0.106
3 C -5.389 1.456 -1.410  -0.316
4 C -5.702 1.817 0.015  -0.284
5 P -4.634 0.962 1.274  0.796
6 C -3.562 -0.497 0.943  -0.305
7 C -2.879 -0.557 -0.438  -0.221
8 C -3.361 -1.725 -1.304  -0.203
9 C -3.268 -3.100 -0.637  -0.210
10 C -1.952 -3.385 0.084  -0.198
11 C -0.708 -3.298 -0.822  -0.199
12 C 0.435 -2.407 -0.327  -0.221
13 C 1.796 -2.865 -0.847  -0.220
14 C 2.981 -1.998 -0.402  -0.203
15 C 3.399 -0.914 -1.417  -0.197
16 C 3.489 0.519 -0.863  -0.206
17 C 4.901 0.930 -0.418  -0.216
18 C 5.662 -0.050 0.485  -0.216
19 C 5.561 0.258 1.987  -0.256
20 C 4.164 0.542 2.533  -0.111
21 C -3.256 2.267 1.022  -0.352
22 O -2.161 1.931 1.852  -0.212
23 C -0.874 2.155 1.292  -0.221
24 C -0.557 3.636 1.033  -0.215
25 C -0.515 4.068 -0.443  -0.104
26 P -6.395 -0.506 1.889  0.073
27 O -6.815 -1.431 0.594  -0.279
28 O -7.752 0.383 2.145  -0.289
29 S -5.927 -1.568 3.420  0.231
30 H -5.339 0.388 -1.630  0.087
31 H -5.568 2.893 0.161  0.086
32 H -6.754 1.595 0.207  0.062
33 H -4.754 1.372 2.619  0.047
34 H -4.131 -1.405 1.127  0.022
35 H -2.828 -0.425 1.744  0.093
36 H -3.022 0.374 -0.990  0.085
37 H -1.800 -0.647 -0.302  0.088
38 H -4.398 -1.557 -1.612  0.096
39 H -2.776 -1.729 -2.228  0.108
40 H -3.397 -3.860 -1.415  0.115
41 H -4.104 -3.238 0.055  0.104
42 H -1.832 -2.724 0.949  0.101
43 H -2.024 -4.393 0.498  0.110
44 H -1.011 -2.968 -1.821  0.106
45 H -0.302 -4.305 -0.956  0.108
46 H 0.286 -1.368 -0.649  0.105
47 H 0.444 -2.395 0.768  0.115
48 H 1.753 -2.871 -1.942  0.112
49 H 1.944 -3.904 -0.537  0.109
50 H 2.724 -1.509 0.545  0.093
51 H 3.827 -2.652 -0.179  0.101
52 H 4.370 -1.163 -1.853  0.089
53 H 2.685 -0.923 -2.246  0.102
54 H 2.768 0.648 -0.048  0.089
55 H 3.182 1.217 -1.648  0.103
56 H 5.478 1.120 -1.324  0.085
57 H 4.839 1.887 0.114  0.105
58 H 5.369 -1.082 0.282  0.091
59 H 6.724 0.006 0.233  0.085
60 H 5.976 -0.595 2.536  0.102
61 H 6.211 1.109 2.216  0.102
62 H 3.553 -0.363 2.565  0.067
63 H 3.640 1.283 1.926  0.054
64 H 4.213 0.936 3.550  0.069
65 H -2.953 2.387 -0.026  0.090
66 H -3.687 3.229 1.341  0.093
67 H -0.779 1.587 0.358  0.106
68 H -0.181 1.722 2.015  0.121
69 H -1.308 4.216 1.573  0.107
70 H 0.398 3.865 1.507  0.101
71 H 0.373 4.657 -0.668  0.065
72 H -1.382 4.671 -0.716  0.065
73 H -0.500 3.201 -1.109  0.066
74 H -7.376 -0.998 -0.064  0.056
75 H -8.423 0.359 1.451  0.056
76 C 9.397 0.229 -2.096  -0.064
77 C 8.074 -0.312 -2.383  -0.269
78 N 7.026 -0.731 -2.591  0.159
79 H 9.408 1.300 -2.288  0.083
80 H 9.649 0.052 -1.052  0.082
81 H 10.141 -0.253 -2.728  0.082

Summary:
- Maximum force: 0.3 eV/A
- SMILES: [H]/N=C\C[PH](CCCCCCCCCCCCCCC)(COCCC)P(O)(O)=S.CC#N
- HOMO energy: -7.6876 eV
- Total energy: -63196.785 eV
- M: 496.679 g/mol
- Charge: 0